[1]
Molecular formula: C38H38N11NiO4S
Method: DFT, ωB97M-V/def2-TZVPD

The geometry in XYZ format:
```
93
Properties=species:S:1:pos:R:3:forces:R:3:mulliken_charge:R:1
Ni 0.022 -0.290 -0.092 -0.270 0.587 0.277 0.172
S -1.786 -1.317 2.637 -0.211 0.167 0.051 1.133
O -0.617 -0.826 3.333 -0.021 -0.028 0.015 -0.635
O 2.053 0.213 3.652 0.092 0.021 -0.004 -0.445
O -2.369 3.139 -0.974 -0.020 -0.013 0.021 -0.476
O -2.182 -2.682 2.808 0.038 0.048 0.012 -0.734
N 1.609 0.056 -1.347 -0.015 0.048 0.009 0.909
N -1.250 -1.771 -0.999 0.213 -0.216 0.009 0.187
N 1.761 -0.488 1.532 -0.179 -0.273 0.170 0.564
N 0.037 1.501 1.053 0.085 -0.021 -0.015 0.757
N 3.262 0.874 -2.418 -0.064 0.020 -0.033 0.721
N 3.259 -0.450 -2.625 0.005 0.001 -0.041 -0.853
N 2.268 -0.932 -1.981 -0.011 -0.039 -0.012 -0.119
N -3.288 -2.315 0.103 0.017 -0.109 0.011 -0.336
N -1.316 1.167 -1.218 0.171 0.070 -0.149 0.531
N -6.260 2.244 4.215 0.003 0.039 -0.043 -0.545
N -1.530 -0.994 1.066 0.051 -0.214 -0.230 0.405
C 4.296 1.742 -2.985 -0.062 0.016 0.030 -1.341
C -2.085 -1.747 0.074 0.212 0.178 0.014 0.243
C 2.140 -5.253 2.551 -0.008 -0.024 -0.004 -0.813
C -0.482 0.130 -3.841 0.019 -0.027 -0.024 0.696
C -2.230 1.241 -2.382 -0.121 -0.048 0.127 0.164
C 1.516 0.356 2.451 0.101 0.050 -0.160 -0.587
C -4.413 -0.566 2.727 0.004 -0.003 -0.019 -0.531
C 2.659 -1.109 3.639 0.035 0.061 0.004 -0.853
C 5.245 2.415 -0.748 -0.020 -0.010 0.034 -1.202
C -2.868 0.858 3.898 0.047 0.031 0.019 -0.168
C 2.167 -2.930 1.918 -0.009 -0.068 0.004 -0.025
C 5.552 1.813 -2.116 0.013 0.024 -0.035 0.795
C -1.604 0.938 -3.723 -0.001 0.008 -0.012 -0.187
C -0.527 0.351 -6.235 0.002 -0.006 0.004 -0.620
C -1.119 3.506 1.607 0.014 0.009 0.008 -0.671
C -0.458 3.541 2.829 0.014 -0.011 0.008 -0.764
C 0.059 -0.159 -5.087 -0.006 -0.002 0.011 -1.298
C -0.838 2.457 0.752 -0.029 -0.028 0.041 0.188
C 2.572 -3.954 2.769 -0.035 -0.004 0.027 -0.554
C -5.219 1.401 3.875 -0.006 -0.030 0.003 1.105
C -3.617 -3.034 -0.963 0.002 0.017 -0.001 -0.448
C -3.910 1.688 4.271 0.004 -0.017 -0.017 -0.981
C -2.800 2.674 -2.280 -0.024 0.024 0.022 -0.801
C 2.233 1.174 -1.630 0.081 -0.048 0.023 -0.589
C 0.911 -4.532 0.622 0.007 0.033 -0.007 -0.905
C 6.251 0.464 -1.990 0.013 -0.016 0.003 -1.415
C -1.509 2.225 -0.537 -0.030 -0.017 0.016 -0.164
C -3.113 -0.263 3.120 -0.037 -0.084 -0.015 -0.654
C 1.353 -3.237 0.841 0.077 0.111 0.037 0.633
C 0.642 1.521 2.230 0.042 0.056 0.004 0.423
C 0.433 2.532 3.157 -0.018 -0.003 -0.024 -0.539
C -2.801 -3.179 -2.078 0.007 0.004 -0.017 -1.072
C -1.661 1.144 -6.129 0.016 -0.009 -0.006 -0.757
C 2.637 -1.514 2.149 0.002 -0.003 0.054 -0.243
C -1.604 -2.489 -2.058 -0.068 0.006 0.059 -0.212
C -2.195 1.434 -4.882 -0.008 0.020 -0.016 -0.598
C -5.453 0.261 3.096 0.014 0.006 0.003 -0.838
C 1.302 -5.545 1.484 0.007 -0.002 0.002 -0.651
H 2.040 -1.756 4.257 -0.018 0.006 -0.018 0.508
H 3.637 -1.403 1.716 -0.029 0.031 -0.048 0.488
H 3.841 2.728 -3.084 0.021 0.002 -0.032 0.416
H 0.935 -0.792 -5.154 -0.002 -0.001 -0.006 0.499
H -3.884 2.728 -2.309 0.002 -0.005 -0.008 0.336
H 4.750 3.386 -0.831 0.002 0.003 -0.010 0.351
H -0.110 0.125 -7.208 0.000 0.003 -0.002 0.429
H -2.134 1.537 -7.019 -0.003 0.002 0.000 0.404
H -4.596 -1.452 2.133 0.003 -0.011 -0.002 0.503
H 0.959 -6.558 1.326 -0.005 0.000 -0.001 0.419
H -3.025 0.511 -2.195 0.018 -0.023 -0.022 0.324
H -6.466 0.020 2.794 -0.004 0.008 0.005 0.311
H -3.716 2.556 4.891 -0.008 0.004 0.008 0.313
H 5.626 -0.265 -1.472 -0.001 0.006 0.010 0.224
H 1.977 2.162 -1.291 -0.012 0.002 0.001 0.615
H -1.859 1.059 4.233 -0.008 -0.007 -0.007 0.672
H 6.507 0.049 -2.965 -0.012 0.002 -0.007 0.364
H 2.453 -6.041 3.224 0.002 0.001 0.001 0.399
H -0.036 -0.291 -2.956 -0.009 0.014 0.026 0.436
H 3.219 -3.749 3.614 0.005 0.021 -0.008 0.438
H -3.097 -3.783 -2.922 0.010 0.011 -0.012 0.472
H 4.506 1.358 -3.982 0.050 -0.031 0.024 0.396
H -7.188 1.861 4.159 -0.002 -0.009 0.018 0.231
H -0.914 -2.504 -2.893 -0.005 -0.022 -0.011 0.587
H 0.945 2.504 4.108 -0.004 -0.005 0.006 0.681
H 0.262 -4.744 -0.217 -0.001 -0.020 0.001 0.471
H 6.163 2.559 -0.180 0.008 -0.002 -0.008 0.434
H -0.656 4.341 3.529 0.004 0.006 -0.003 0.510
H -6.117 2.846 5.008 -0.005 -0.008 0.011 0.228
H 1.084 -2.433 0.174 -0.128 -0.194 -0.193 0.285
H -2.371 3.346 -3.023 0.003 -0.014 -0.007 0.422
H 6.216 2.496 -2.654 0.001 0.010 0.021 0.328
H -1.844 4.258 1.328 -0.005 -0.006 -0.014 0.636
H 7.172 0.575 -1.417 0.005 0.002 -0.008 0.435
H -4.592 -3.509 -0.935 0.001 -0.002 0.022 0.482
H -3.086 2.049 -4.827 -0.003 0.000 0.012 0.487
H 4.606 1.751 -0.159 -0.001 -0.003 -0.001 0.095
H 3.657 -1.009 4.058 -0.006 -0.054 0.018 0.370
```
Forces are in eV/Å.

Computed properties:
- Net charge: +1
- HOMO energy (alpha / beta): -10.0 / -10.0 eV
- LUMO level (alpha / beta): -0.1101 / -0.1093 hartree
- Energy above the lowest of the compared OMol25 structures with the same formula, charge and spin: 0.0 kcal/mol
- E: -116478.7180 eV
- Spin multiplicity: 3
- <S²>: 2.005
- Orbital gap (alpha / beta): 6.98 / 6.99 eV

---

[2]
Molecular formula: C38H38N12ORhS
Method: DFT, ωB97M-V/def2-TZVPD

The geometry in XYZ format:
```
91
Properties=species:S:1:pos:R:3:forces:R:3:mulliken_charge:R:1
Rh -0.193 0.851 -0.700 0.749 0.845 1.468 -1.130
S -1.701 2.655 -0.256 -0.058 -0.522 0.226 1.513
O -2.568 2.351 0.881 -0.042 0.115 -0.029 -0.609
N 0.025 0.440 1.363 0.077 0.185 -1.375 1.820
N -1.779 -0.187 -1.229 -0.696 -0.539 -0.427 -0.429
N 2.459 -4.781 -1.719 -0.013 -0.028 -0.102 0.834
N -1.900 -4.304 -2.194 0.017 -0.035 0.005 -0.487
N 1.056 -2.907 -2.180 0.007 0.053 -0.019 0.347
N 1.468 1.889 -0.426 0.004 0.068 -0.163 2.383
N -5.802 -1.848 -1.955 0.027 -0.015 0.021 -0.503
N 4.587 -4.999 -1.907 0.058 -0.013 0.012 -0.595
N 3.555 -4.518 -2.475 -0.039 0.005 0.053 -0.608
N 0.553 2.514 -2.368 0.028 -0.215 0.083 0.173
N 2.459 1.816 0.351 0.042 0.079 0.018 -1.220
N 0.820 -0.856 -1.487 -0.306 0.484 0.328 0.629
C 2.861 -6.709 1.405 -0.038 0.026 -0.031 -0.710
C 1.265 0.288 1.870 -0.195 -0.053 -0.250 0.471
C 1.346 4.290 -3.741 0.059 0.013 0.027 -0.915
C 4.196 -5.623 -0.738 -0.108 -0.007 -0.026 -0.171
C -1.787 5.089 1.052 0.016 -0.068 0.147 -0.378
C -1.039 4.343 -0.051 0.183 -0.215 -0.095 -1.143
C -2.556 -3.364 -2.062 -0.040 0.181 0.046 0.222
C -2.478 -1.058 -1.548 0.084 0.120 0.326 0.905
C -3.173 0.083 4.076 0.029 0.006 -0.043 -0.565
C -1.038 1.006 3.470 0.043 0.167 -0.268 -0.113
C 0.503 -2.676 0.236 -0.036 -0.014 -0.009 0.019
C -4.663 -2.012 -1.910 -0.021 0.006 -0.047 -0.164
C -1.075 0.328 2.247 -0.466 -0.273 0.293 -0.786
C 3.686 0.818 2.056 0.067 -0.052 0.062 -0.324
C 1.169 -4.357 -2.181 0.089 -0.069 0.103 -1.378
C 4.258 -6.858 1.278 0.067 0.011 -0.001 -0.525
C 4.943 -6.319 0.216 0.017 -0.002 0.004 -0.635
C 1.466 -0.580 2.981 0.112 -0.006 0.269 -0.012
C 2.375 4.542 -2.837 -0.055 -0.011 -0.048 -0.469
C -3.223 -0.579 2.858 -0.109 0.031 0.102 -0.849
C 2.690 -0.737 3.564 -0.192 0.058 -0.093 -0.844
C 3.821 -0.016 3.114 0.149 0.055 -0.001 -0.936
C 2.491 3.768 -1.699 0.026 -0.080 0.139 -0.979
C 1.077 -0.835 -2.848 0.243 0.142 0.075 -0.809
C -2.190 -0.452 1.948 0.362 -0.090 -0.017 -0.085
C -2.076 0.882 4.374 -0.021 0.008 0.028 -0.981
C -5.095 2.901 -0.896 0.062 0.017 -0.038 -1.217
C 1.250 -2.102 -3.279 -0.097 -0.032 0.016 -0.824
C 1.548 2.767 -1.511 0.079 0.286 -0.412 0.165
C -2.688 2.825 -1.764 0.124 -0.006 0.008 -0.676
C 0.461 3.265 -3.468 -0.041 -0.099 -0.116 -0.329
C -3.963 3.651 -1.597 -0.039 -0.028 0.158 -0.430
C 0.791 -2.128 -1.112 0.031 -0.085 -0.062 0.392
C 2.814 -5.490 -0.608 0.126 0.034 0.016 1.543
C 2.438 0.965 1.379 -0.029 -0.227 0.097 -0.448
C 2.111 -6.026 0.475 -0.049 0.010 0.039 -0.562
C -3.251 -2.146 -1.853 -0.131 -0.213 -0.135 -0.167
C -1.232 4.788 2.441 -0.013 0.008 -0.058 -1.295
H -2.844 4.826 1.028 -0.019 0.065 -0.045 0.249
H 3.081 5.340 -3.025 0.015 -0.010 0.004 0.464
H -2.033 1.420 5.312 0.005 -0.010 0.007 0.428
H -0.341 3.021 -4.155 -0.010 -0.001 0.013 0.567
H -1.120 4.816 -1.029 0.013 0.024 0.005 0.577
H -1.784 5.345 3.196 0.016 -0.006 0.020 0.452
H -2.001 3.262 -2.488 -0.033 -0.019 -0.021 0.249
H -5.391 2.024 -1.474 0.007 -0.004 0.015 0.357
H 1.003 -4.698 -3.200 -0.032 0.011 0.020 0.381
H -1.324 3.727 2.672 -0.005 0.011 -0.001 0.193
H -2.228 -0.971 1.007 -0.058 -0.087 -0.104 0.204
H -3.983 -0.018 4.786 -0.004 0.012 -0.003 0.423
H 0.209 -1.873 0.899 -0.036 0.028 0.054 -0.701
H -1.709 6.156 0.836 0.006 -0.001 -0.028 0.516
H 4.794 -7.415 2.035 -0.001 0.005 0.007 0.386
H 4.525 1.386 1.678 -0.030 -0.001 -0.068 0.510
H -3.742 4.588 -1.081 0.004 0.014 -0.026 0.221
H 3.271 3.914 -0.967 0.008 0.030 -0.015 0.535
H 4.778 -0.134 3.601 -0.020 -0.016 0.020 0.427
H 0.019 4.233 0.196 -0.013 0.025 -0.004 0.459
H 6.013 -6.427 0.104 0.001 -0.015 0.015 0.442
H 2.364 -7.153 2.258 -0.001 -0.001 0.002 0.403
H 0.402 -4.789 -1.543 -0.021 0.033 -0.083 0.612
H -4.076 -1.200 2.619 0.014 0.002 -0.043 0.489
H -0.313 -3.400 0.188 0.000 -0.014 -0.047 0.283
H -2.917 1.806 -2.075 0.009 -0.032 0.014 0.415
H 1.145 0.088 -3.395 -0.004 -0.013 -0.010 0.438
H -4.799 2.572 0.097 -0.025 -0.004 0.010 0.231
H 2.787 -1.428 4.391 0.024 -0.024 -0.016 0.468
H -0.196 1.651 3.690 0.019 -0.044 0.044 0.652
H 1.241 4.872 -4.644 -0.024 -0.002 0.000 0.472
H 0.615 -1.134 3.353 0.008 0.024 0.003 0.560
H 1.382 -3.175 0.650 -0.001 0.009 0.003 0.393
H -0.180 5.075 2.513 0.004 0.003 -0.001 0.343
H -5.968 3.545 -0.798 -0.007 0.000 -0.028 0.421
H -4.280 3.923 -2.606 0.027 0.049 -0.007 0.441
H 1.039 -5.921 0.582 -0.004 -0.042 -0.020 0.410
H 1.486 -2.505 -4.247 0.025 -0.017 0.011 0.517
```
Forces are in eV/Å.

Computed properties:
- Net charge: +1
- HOMO energy: -10.4 eV
- LUMO level: -0.1629 hartree
- Energy above the lowest of the compared OMol25 structures with the same formula, charge and spin: 0.5 kcal/mol
- E: -73786.8761 eV
- Orbital gap: 6.00 eV